No. 1
# C5H10O

2 unconnected molecules or ions with the total composition C5H10O in a non-equilibrium geometry (wB97M-V/def2-TZVPD, the Open Molecules 2025 dataset).

XYZ file:
```
16
Properties=species:S:1:pos:R:3:lowdin_charge:R:1
C -2.734 0.002 0.221 -0.1381
C -1.949 1.035 0.256 0.0292
C 1.279 0.419 -1.353 -0.0665
C 0.885 -1.235 0.588 -0.0587
C 1.236 0.120 0.098 -0.4315
O 1.736 1.064 0.929 0.0254
H -3.797 0.026 -0.036 0.0479
H -2.373 -0.997 0.454 0.0245
H -2.148 2.071 0.057 0.0168
H 1.138 1.485 -1.519 0.0784
H 2.242 0.138 -1.794 0.0789
H 0.498 -0.136 -1.867 0.0774
H -0.182 -1.434 0.456 0.0534
H 1.124 -1.351 1.644 0.0784
H 1.418 -2.000 0.017 0.0814
H 1.627 0.795 1.849 0.1031
```

Calculated values
E: -7389.743 eV
HOMO energy (spin up / spin down): -0.32503 / -0.22319 hartree
Frontier orbital gap (spin up / spin down): 9.76 / 6.04 eV
Strongest force on any atom: 0.024 hartree/bohr

---

No. 2
# C2H7OS

2 unconnected molecules or ions with the total composition C2H7OS in a non-equilibrium geometry (wB97M-V/def2-TZVPD, the Open Molecules 2025 dataset).

XYZ file:
```
11
Properties=species:S:1:pos:R:3:lowdin_charge:R:1
O -1.030 -1.398 2.701 -0.3074
H -0.647 -2.292 2.667 -0.0398
C -0.648 0.488 0.575 -0.6236
S 0.903 -0.102 -0.137 0.5124
C 1.067 0.618 -1.997 -0.4107
H -0.637 1.195 1.435 -0.0388
H -1.541 0.137 0.098 -0.0613
H -0.589 -0.803 1.785 0.0229
H 1.488 -0.155 -2.621 -0.0242
H 1.535 1.599 -2.055 -0.0121
H 0.099 0.712 -2.451 -0.0174
```

Calculated values
E: -15068.659 eV
Charge: -1
HOMO energy: -0.07381 hartree
Frontier orbital gap: 6.02 eV
Strongest force on any atom: 0.049 hartree/bohr

---

No. 3
# C11H14NS2

2 unconnected molecules or ions with the total composition C11H14NS2 in a non-equilibrium geometry (wB97M-V/def2-TZVPD, the Open Molecules 2025 dataset).

XYZ file:
```
28
Properties=species:S:1:pos:R:3:lowdin_charge:R:1
C 2.848 0.043 -1.392 -0.0965
C 2.055 -1.073 -1.570 -0.0991
C 2.310 1.323 -1.130 0.0080
C 0.742 -1.040 -1.215 -0.1492
C 0.889 1.384 -0.799 -0.2707
C 0.130 0.116 -0.707 -0.3309
C 0.353 2.592 -0.503 0.0510
C 1.339 -0.497 1.854 0.1166
C -3.640 -0.894 0.108 -0.4805
C -3.874 0.524 -0.334 -0.4014
C -1.215 -0.007 -0.350 -0.7459
N 1.547 -1.756 1.592 0.1688
S -2.007 -1.528 -0.449 0.9779
S -2.269 1.388 0.166 0.9646
H 3.817 -0.057 -1.653 0.0667
H 2.536 -1.997 -2.012 0.1390
H 3.138 2.104 -0.936 0.1518
H 0.041 -1.771 -1.578 0.0638
H 0.938 3.461 -0.656 0.0619
H -0.556 2.805 0.047 -0.0241
H 2.188 0.220 2.022 0.1401
H 0.358 -0.116 2.155 0.1162
H -3.614 -0.803 1.144 0.0582
H -4.326 -1.483 -0.294 0.0346
H -3.955 0.517 -1.366 0.0600
H -4.651 0.947 0.343 0.1097
H 0.801 -2.444 1.493 0.1425
H 2.432 -2.271 1.438 0.1672
```

Calculated values
E: -34784.433 eV
Charge: +1
HOMO energy: -0.37670 hartree
Frontier orbital gap: 5.55 eV
Strongest force on any atom: 0.094 hartree/bohr

---

No. 4
# C3H9N

2 unconnected molecules or ions with the total composition C3H9N in a non-equilibrium geometry (wB97M-V/def2-TZVPD, the Open Molecules 2025 dataset).

XYZ file:
```
13
Properties=species:S:1:pos:R:3:lowdin_charge:R:1
C -1.402 -0.403 2.454 -0.0770
C -0.740 0.575 1.846 -0.0687
H -1.825 -1.248 1.928 0.0450
H -1.652 -0.430 3.511 0.0419
H -0.765 0.426 0.766 0.0115
H -0.008 1.321 2.107 0.0488
C 0.241 -0.061 -2.089 -0.1740
N 1.720 -0.035 -1.787 -0.0679
H -0.411 -0.225 -1.231 0.0327
H 0.115 0.974 -2.410 0.0673
H 0.029 -0.776 -2.876 0.0623
H 2.010 -0.948 -1.452 0.0455
H 1.772 0.628 -1.036 0.0327
```

Calculated values
SMILES string: C=C.CN
E: -4745.291 eV
HOMO energy: -0.34986 hartree
Frontier orbital gap: 10.55 eV
Strongest force on any atom: 0.046 hartree/bohr

---

No. 5
# C17H28ClF4IN2O4PS

2 unconnected molecules or ions with the total composition C17H28ClF4IN2O4PS in a non-equilibrium geometry (wB97M-V/def2-TZVPD, the Open Molecules 2025 dataset).

XYZ file:
```
59
Properties=species:S:1:pos:R:3:lowdin_charge:R:1
C 1.076 -3.128 -1.161 -0.0822
C -0.194 -2.155 -1.145 -0.1934
N 0.016 -0.982 -2.042 0.0279
C -0.403 0.233 -1.483 -0.1251
C -1.754 0.781 -1.783 0.0993
C -2.631 -0.015 -2.764 -0.3180
F -2.679 -1.379 -2.502 0.0902
F -2.010 0.078 -4.022 0.0866
C -4.121 0.429 -2.968 -0.2542
F -4.815 -0.622 -3.548 0.0779
F -4.250 1.499 -3.809 0.0995
C -2.075 2.039 -1.146 -0.1514
O -3.275 2.664 -1.370 -0.0081
C -1.140 2.751 -0.223 -0.1660
C -1.582 4.071 0.445 -0.6941
I -1.985 5.654 -1.022 0.8798
C -2.857 3.782 1.369 -0.2641
C -2.413 3.626 2.897 -0.0860
C 0.149 2.116 -0.032 -0.2167
P 1.309 3.082 1.124 0.6660
O 1.528 2.005 2.411 -0.3357
Cl 3.139 3.436 0.203 0.3285
N 0.484 0.900 -0.662 0.0350
C 1.841 0.316 -0.466 -0.0760
C 2.849 0.750 -1.626 -0.3881
C 4.334 0.383 -1.211 -0.0421
O 2.608 0.007 -2.848 -0.0675
H 0.789 -4.203 -1.169 0.0793
H 1.684 -2.883 -2.074 0.0849
H 1.719 -2.897 -0.269 0.0305
H -0.257 -1.746 -0.099 0.1271
H -1.068 -2.793 -1.415 0.1142
H -0.346 -1.122 -2.983 0.1340
H -4.607 0.629 -1.985 0.1640
H -4.014 2.189 -0.945 0.1289
H -0.828 4.518 1.127 0.0138
H -3.651 4.560 1.247 0.0932
H -3.343 2.806 1.096 0.0946
H -3.208 4.023 3.567 0.0817
H -1.413 4.082 3.097 0.0662
H -2.285 2.518 3.054 0.0763
H 0.855 2.199 3.095 0.0588
H 2.327 0.637 0.485 0.1066
H 1.851 -0.796 -0.470 0.1142
H 2.752 1.827 -1.904 0.1042
H 4.888 0.286 -2.185 0.0954
H 4.406 -0.613 -0.713 0.0937
H 4.841 1.210 -0.655 0.0612
H 2.247 0.650 -3.484 0.0998
C 2.484 -4.102 4.045 -0.2682
S 2.202 -5.037 2.531 0.8396
O 2.120 -4.055 1.408 -0.5770
C 0.519 -5.537 2.932 -0.2667
H 3.478 -3.659 3.995 0.0514
H 1.737 -3.311 4.138 0.0552
H 2.429 -4.773 4.903 0.0566
H -0.103 -4.655 3.095 0.0558
H 0.528 -6.162 3.825 0.0568
H 0.122 -6.111 2.095 0.0515
```

Calculated values
E: -80861.821 eV
Charge: +1
HOMO energy: -0.41337 hartree
Frontier orbital gap: 6.83 eV
Strongest force on any atom: 0.060 hartree/bohr

---

Look up the strongest force on any atom of the fourth one. 0.046 hartree/bohr

---

The highest E belongs to which entry? C3H9N